[1]
The following is a DFT calculation (ωB97M-V/def2-TZVPD) of a structure of composition C34H49Cl2LaN9O3 at a distorted geometry.

```
98
Properties=species:S:1:pos:R:3:forces:R:3
La 12.6920 9.5864 10.7634 0.4 1.6 0.3
C 12.7109 8.1989 14.5062 0.9 -0.1 0.4
C 13.0143 9.7086 14.4130 -0.3 0.2 0.0
N 13.7356 10.1725 13.2042 0.0 0.7 1.0
C 15.2365 10.1204 13.3264 -0.4 0.4 -0.4
C 15.8101 9.1543 12.3047 0.9 0.1 -0.5
N 15.4786 9.4373 10.8630 -0.3 -0.7 0.5
C 16.2513 8.5441 9.9520 0.3 0.1 0.1
C 15.7127 7.0927 9.7821 0.8 0.7 -1.1
C 14.5086 7.0186 8.8576 -0.7 -0.4 -0.1
N 13.1871 7.2050 9.5408 0.0 -0.4 -0.1
C 12.7405 6.0101 10.3654 0.0 0.8 -0.9
C 12.6649 6.3201 11.8634 -0.1 -0.6 0.4
N 11.7903 7.4496 12.2091 0.4 0.3 0.5
C 11.5411 7.6564 13.6771 -0.4 -0.3 -1.0
H 13.6631 7.6438 14.3171 -0.8 0.1 0.2
H 12.4460 8.0434 15.5674 0.2 -0.2 -0.4
H 12.0529 10.2153 14.4421 -0.3 0.2 -0.3
H 13.4908 10.1005 15.3335 0.2 -0.6 -0.3
H 13.5172 11.1773 13.1168 0.1 -0.6 -0.2
H 15.6517 11.1520 13.2204 -0.3 -0.8 -0.1
H 15.5181 9.7577 14.3250 -0.1 0.1 -0.2
H 16.9058 9.1676 12.4330 -0.2 0.0 -0.1
H 15.5035 8.1300 12.5904 -0.1 0.3 -0.4
H 15.7402 10.4034 10.6331 0.1 -0.2 0.4
H 16.2943 9.0309 8.9553 -0.1 -0.3 0.6
H 17.2941 8.5020 10.3170 -0.3 -0.1 -0.2
H 16.4916 6.5548 9.1818 -0.3 0.3 1.0
H 15.5564 6.6160 10.7542 0.1 -0.2 -0.2
H 14.5976 7.7863 8.0659 -0.1 -0.1 0.5
H 14.4762 6.0545 8.2964 0.1 0.4 0.5
H 12.5516 7.2896 8.7439 -0.2 0.1 0.5
H 11.7605 5.7045 9.9645 0.2 0.1 0.4
H 13.4260 5.1773 10.1548 -0.1 0.1 0.4
H 12.3200 5.4293 12.3957 -0.1 -0.3 -0.1
H 13.6657 6.4825 12.2612 0.2 0.3 -0.1
H 10.8805 7.3237 11.7570 0.3 0.2 0.0
H 10.7174 8.3831 13.7063 0.1 0.1 0.0
H 11.0845 6.7265 14.0876 0.7 0.3 0.1
Cl 7.3155 8.0627 5.4772 -0.7 -0.3 -0.5
C 8.2721 8.1608 6.8763 1.7 0.8 1.1
C 7.8449 7.6845 8.1389 0.3 -0.4 -0.1
C 8.6643 7.7504 9.2502 1.2 1.3 -1.3
Cl 8.2162 7.0105 10.7240 -0.3 -0.2 0.7
C 9.9122 8.5013 9.2260 -1.1 0.5 -0.5
O 10.4994 8.8796 10.3098 -0.2 -0.8 -0.3
C 10.3496 8.9404 7.9141 0.7 0.3 0.2
C 11.5714 9.6493 7.6605 1.4 0.8 1.4
O 12.5046 9.9830 8.5408 -1.6 -1.0 -2.4
C 9.5238 8.7503 6.7826 -0.8 -0.8 0.3
H 6.9007 7.1752 8.2174 -0.2 -0.1 0.0
H 11.8259 9.9773 6.6298 -0.5 -0.3 0.5
H 9.9357 9.0335 5.8304 -0.2 0.2 -0.3
C 6.9272 9.4426 14.9194 -0.4 -0.6 -0.5
C 7.6588 10.0031 13.6685 -0.5 0.6 -1.5
N 8.4353 11.2515 13.9220 -1.3 -1.3 1.6
C 9.1842 10.9180 15.1488 0.6 0.3 -0.4
C 8.2870 10.7600 16.3829 0.4 0.3 1.3
N 6.8777 10.5419 15.9610 -0.4 -0.6 -0.9
C 6.2991 11.7582 15.2333 0.9 0.0 -0.2
C 7.4167 12.2893 14.2684 0.3 0.2 0.3
H 7.4377 8.5529 15.3009 0.1 0.4 0.4
H 5.9030 9.0983 14.6731 0.5 0.5 0.2
H 6.9395 10.3069 12.8938 -0.1 -0.4 0.2
H 8.2639 9.2268 13.1718 0.0 0.3 0.5
H 9.8682 11.7234 15.3347 0.4 0.5 0.3
H 9.8216 10.0360 14.9736 -0.5 0.2 0.0
H 8.2821 11.6807 16.9891 0.1 -0.4 -0.2
H 8.6023 9.9181 17.0433 -0.3 0.6 -0.5
H 6.2925 10.2640 16.7688 0.4 0.2 -0.6
H 6.0262 12.5302 15.9516 -0.1 -0.2 0.1
H 5.4312 11.4117 14.6765 -0.1 0.0 0.2
H 7.8996 13.1547 14.7475 0.1 -0.4 -0.2
H 6.9611 12.6847 13.3601 0.0 -0.2 0.0
N 13.2838 14.2147 11.1506 -1.0 0.6 0.2
C 14.2444 13.2701 11.2180 0.4 1.2 -0.6
O 13.9406 12.0485 11.1458 0.0 -0.6 0.1
C 15.5930 13.7750 11.2921 -1.1 -1.2 -0.4
C 16.5907 12.8670 10.9708 1.7 -1.3 0.4
N 17.4446 12.0875 10.8217 -0.8 0.3 -0.2
C 15.9220 15.1018 11.5331 0.9 4.6 1.6
N 16.1765 16.2251 11.8504 -1.0 -3.8 -1.3
H 12.3055 13.9787 11.0142 0.4 -0.1 0.2
H 13.5012 15.1988 11.0673 0.3 -0.3 0.1
C 10.7419 12.1327 10.3913 0.0 0.3 -0.5
C 10.0453 12.6107 9.2505 -0.7 -0.2 -1.3
C 8.6956 12.2628 8.8389 1.4 0.2 0.5
C 8.2793 12.4730 7.5446 -0.5 -0.3 -0.3
C 9.0580 13.1115 6.5928 1.0 -0.2 0.7
C 10.2905 13.6176 7.0264 0.3 0.6 -0.8
C 10.7591 13.4101 8.3048 0.0 -0.2 0.1
H 10.1356 11.9905 11.2654 0.2 -0.2 0.8
H 11.7836 12.4743 10.3670 -0.6 -0.4 0.7
H 8.0161 11.7325 9.4858 0.1 -0.2 0.4
H 7.3326 12.0300 7.2495 -0.1 0.2 0.0
H 8.8118 13.1115 5.5534 -0.4 0.3 -0.4
H 10.9102 14.1980 6.3119 -0.4 -0.4 0.6
H 11.7280 13.8368 8.5799 -0.2 -0.3 0.0
```
Forces are in eV/Å.

- charge = +1
- HOMO-LUMO gap (spin up / spin down) (eV) = 4.82 / 3.49
- highest occupied orbital energy (spin up / spin down) (eV) = -8.1 / -6.8

[2]
The following is a DFT calculation (ωB97M-V/def2-TZVPD) of a structure of composition C34H50AsBrMgN2O7S5Si at a distorted geometry.

```
102
Properties=species:S:1:pos:R:3:forces:R:3
Mg 0.6822 1.3798 0.6036 -0.5 0.4 -1.0
O -1.4386 -3.3017 0.8948 -0.2 0.1 -0.1
C -0.2723 -3.6458 1.5142 0.4 -0.2 0.2
C 0.0589 -4.9750 1.7350 -0.1 -0.1 -0.1
C 1.2236 -5.3003 2.4110 0.0 0.0 0.1
C 2.0534 -4.2927 2.8693 0.2 -0.1 0.1
C 1.7396 -2.9667 2.6090 -0.1 0.0 0.0
C 0.5869 -2.6237 1.9292 -0.2 0.1 -0.3
C 0.2391 -1.1791 1.5787 -0.3 -0.5 -0.4
O 1.2415 -0.3040 1.6553 0.4 0.2 0.2
N -0.8874 -0.8307 2.4911 -0.5 -0.6 0.1
N -1.0327 0.4482 2.7791 -0.5 0.8 0.2
C -2.1905 0.9060 3.1000 0.2 -1.5 -0.1
C -2.3933 2.2459 3.5119 -0.5 1.5 0.8
Br -0.8004 3.2920 3.7039 -0.3 -0.1 -0.1
C -3.5450 2.8450 3.9136 1.3 0.0 -0.2
C -4.8794 2.3053 4.0203 -0.8 -0.4 0.0
C -5.4200 1.3180 3.1852 0.2 0.2 0.0
C -6.6976 0.8379 3.3898 -0.3 -0.2 0.1
C -7.4923 1.3313 4.4137 0.0 0.0 0.0
C -6.9897 2.3360 5.2270 -0.2 -0.1 0.1
C -5.7131 2.8169 5.0317 0.3 -0.1 -0.2
H -1.8647 -4.0892 0.5356 0.1 0.1 0.0
H -0.5912 -5.7623 1.3676 -0.1 0.0 0.0
H 1.4682 -6.3421 2.5844 0.0 0.0 0.0
H 2.9504 -4.5388 3.4217 0.1 0.0 0.0
H 2.4032 -2.1734 2.9243 0.0 0.1 0.0
H -0.1682 -1.1879 0.5470 0.0 0.0 0.1
H -1.7416 -1.3510 2.2734 0.1 0.2 0.0
H -3.0710 0.2546 3.0774 0.2 0.1 0.0
H -3.4541 3.8579 4.2827 0.1 0.0 0.0
H -4.8537 0.9585 2.3402 0.1 0.0 -0.1
H -7.0821 0.0568 2.7479 0.0 0.0 -0.1
H -8.4936 0.9537 4.5669 -0.1 0.0 0.0
H -7.5964 2.7343 6.0303 0.0 0.1 0.0
H -5.3305 3.5934 5.6823 0.1 0.0 0.0
S -3.6269 5.7391 -3.5859 -0.4 0.3 -0.4
C -2.6812 4.7824 -2.6240 0.5 -0.5 0.3
S -0.9881 5.0543 -2.3655 -0.8 -0.4 0.4
C -0.7167 3.8100 -1.1352 -1.0 0.0 -0.6
C -1.8006 3.0222 -0.8639 0.2 0.7 -0.9
S -1.8884 1.8119 0.3267 -0.2 -0.6 0.7
S -3.2674 3.3932 -1.7679 0.6 0.6 -0.1
S 0.8088 3.7768 -0.4011 0.8 0.2 0.6
C 3.9969 0.0558 2.2671 -0.3 0.1 0.0
As 2.5364 1.1533 2.9678 1.8 -1.2 2.6
C 3.7082 2.3419 4.0745 -0.2 -0.1 -0.3
C 1.5226 0.4219 4.4775 0.1 0.0 -0.3
O 1.9214 2.1985 1.9062 -0.6 1.2 -1.1
H 4.6156 -0.3270 3.0794 0.0 0.1 0.0
H 4.5796 0.7463 1.6529 0.0 0.0 0.1
H 3.6204 -0.7498 1.6488 -0.1 0.0 0.0
H 4.2612 1.8028 4.8489 -0.1 -0.1 -0.1
H 3.0923 3.1109 4.5454 0.0 -0.1 0.0
H 4.4203 2.8379 3.4106 -0.1 0.0 0.0
H 2.2113 -0.0669 5.1667 0.2 0.1 0.0
H 0.7698 -0.2789 4.1410 0.0 0.0 0.0
H 1.0500 1.2753 4.9686 0.0 -0.1 -0.1
C 2.5333 1.0012 -5.3477 -0.3 0.0 0.2
C 1.6013 1.6649 -4.3192 0.4 0.5 -0.6
C 2.4472 2.3031 -3.2230 -0.4 -0.2 -0.1
C 0.7226 2.7144 -5.0124 0.2 -0.3 0.3
O 0.7353 0.6828 -3.8043 -0.4 -0.2 0.1
Si 0.9714 -0.2708 -2.4769 -0.1 0.3 0.1
O 0.8092 0.4296 -1.0868 0.3 -0.3 -0.2
O -0.0355 -1.5714 -2.7174 0.3 -0.1 0.1
C -1.3541 -1.5567 -3.2028 -0.8 -0.3 -0.3
C -2.0250 -2.8510 -2.7151 0.2 0.3 -0.1
C -2.1337 -0.3536 -2.6789 0.3 -0.3 0.1
C -1.3245 -1.5262 -4.7383 0.1 -0.1 0.3
O 2.4815 -0.8824 -2.8001 0.0 0.1 -0.1
C 3.2043 -1.9037 -2.1890 0.7 -0.6 0.1
C 3.1029 -3.1660 -3.0673 0.0 0.4 0.2
C 2.6707 -2.2144 -0.7956 0.1 0.2 -0.3
C 4.6678 -1.4302 -2.1112 -0.4 -0.1 0.0
H 3.2794 1.7113 -5.7005 0.1 0.1 -0.1
H 1.9583 0.6325 -6.1957 -0.1 -0.1 -0.1
H 3.0183 0.1621 -4.8582 0.2 -0.1 0.0
H 3.0658 3.1033 -3.6238 0.1 0.1 -0.1
H 3.0741 1.5356 -2.7807 0.3 0.0 0.1
H 1.8026 2.6987 -2.4435 0.0 0.1 0.1
H 1.3356 3.4782 -5.4873 0.1 0.1 -0.1
H 0.0705 3.1925 -4.2869 -0.1 0.1 0.1
H 0.1041 2.2314 -5.7678 -0.1 0.0 -0.1
H -2.0194 -2.8620 -1.6288 0.0 0.0 0.2
H -1.4767 -3.7200 -3.0745 0.1 -0.1 -0.1
H -3.0512 -2.9007 -3.0764 -0.1 0.0 0.0
H -2.0107 -0.2838 -1.6023 -0.1 0.1 0.2
H -3.1918 -0.4295 -2.9254 -0.1 0.0 -0.1
H -1.7204 0.5524 -3.1061 0.0 0.3 -0.1
H -0.8790 -2.4394 -5.1302 0.1 -0.1 0.0
H -0.7118 -0.6810 -5.0334 0.0 0.1 -0.2
H -2.3278 -1.4190 -5.1465 -0.1 0.0 0.0
H 2.0509 -3.4171 -3.1677 -0.2 -0.1 0.0
H 3.6379 -4.0029 -2.6176 0.1 -0.1 0.0
H 3.5022 -2.9671 -4.0604 0.1 0.0 -0.1
H 1.6912 -2.6703 -0.8970 -0.2 -0.2 0.1
H 2.5380 -1.2838 -0.2535 0.0 0.1 0.2
H 3.3328 -2.8843 -0.2497 0.1 -0.1 0.1
H 5.0095 -1.1325 -3.1021 0.0 0.0 -0.1
H 5.3114 -2.2242 -1.7356 0.1 -0.1 0.1
H 4.7387 -0.5686 -1.4504 0.0 0.1 0.1
```
Forces are in eV/Å.

- charge = -2
- HOMO-LUMO gap (eV) = 4.45
- highest occupied orbital energy (eV) = -0.6

> Which value of charge does entry 1 give?

+1